# C31H54N3O5

A 3-piece molecular cluster, C31H54N3O5 overall at a distorted geometry (the ωB97M-V functional and the def2-TZVPD basis, the OMol25 dataset).

Summary:
HOMO-LUMO gap = 6.13 eV
E_HOMO = -0.1521 Eh
net charge = -1
F_max = 2.3 eV Å⁻¹
multiplicity = 1

Last column: Löwdin charge in e.
Atoms and positions in Å:
C -4.722 0.991 1.336  -0.19
C 3.842 -2.155 4.078  -0.72
C 5.273 -0.846 0.849  -0.13
H 5.353 2.231 -2.628  0.10
C 4.057 -1.111 2.954  -0.22
C -0.735 2.472 2.968  -0.19
H -3.163 -3.610 -2.647  0.07
H -0.971 2.652 4.022  0.09
H -4.382 2.608 -0.004  0.10
C -3.242 2.108 -3.874  -0.03
H 1.598 0.392 -1.799  0.09
H -4.267 4.396 -5.095  0.09
O 2.787 -2.837 4.165  -0.05
H -2.589 -4.227 -4.211  0.08
H 1.238 2.267 2.108  0.10
H -3.954 1.828 -3.095  0.09
H -1.866 2.803 0.478  0.08
H 1.394 -0.623 4.460  0.11
H -6.262 0.042 0.031  0.12
H -2.910 5.433 -4.607  0.08
C 4.552 -0.101 -0.288  -0.15
H 5.718 -0.047 1.463  0.12
O -2.159 3.213 -1.650  0.02
H -1.567 -4.390 -2.769  0.09
C -2.284 -3.747 -3.283  -0.05
H -3.334 1.259 -0.364  0.09
H 7.257 -0.052 -0.923  0.08
H -3.972 -2.623 -0.088  0.08
H -2.671 1.564 3.104  0.09
O 4.807 -2.269 4.874  -0.07
C 3.218 -0.267 -0.557  -0.03
H 5.205 -3.285 0.666  0.12
C 5.311 0.785 -1.055  -0.24
H 3.532 -5.020 1.912  0.10
H -2.927 3.531 1.650  0.11
H -2.635 4.091 -5.737  0.09
C -5.286 -0.189 0.470  -0.18
C -4.949 -3.094 -0.266  -0.12
H 2.940 0.629 2.242  0.11
H -1.379 -2.173 -1.501  0.09
H -4.894 -4.184 -0.231  0.09
H -4.462 -1.633 1.914  0.13
C -3.200 4.414 -4.860  -0.06
H 4.792 -0.383 3.326  0.14
H 1.676 -2.841 1.374  0.04
C -1.197 -1.655 -2.439  -0.02
C 4.747 1.527 -2.065  -0.07
H -5.267 -2.754 -1.265  0.08
H 6.122 -1.401 0.426  0.12
C -3.765 1.826 0.463  -0.21
C 6.800 0.938 -0.774  -0.05
H 7.005 1.209 0.265  0.08
N -2.930 3.522 -3.752  -0.20
H 0.378 0.752 2.306  0.09
H 2.115 2.302 4.226  0.10
H 2.891 0.210 4.976  0.12
C 0.609 1.699 2.802  -0.20
H 2.632 -0.969 0.025  0.09
H 7.269 1.607 -1.499  0.07
H -2.184 5.028 -2.568  0.14
C 1.384 1.484 4.125  -0.21
H -4.240 0.513 2.194  0.08
O -1.034 -0.910 -5.085  0.00
H -0.647 3.442 2.459  0.10
C -2.628 2.565 1.224  -0.21
C -1.928 1.728 2.306  -0.22
N 4.369 -1.665 1.630  -0.12
C 3.391 1.372 -2.300  -0.11
H 1.978 -4.041 -0.035  0.03
C -1.537 -1.981 -4.806  -0.36
H -0.129 -1.469 -2.553  0.09
H 5.389 -3.406 2.402  0.12
H -2.330 1.525 -3.739  0.08
H -6.148 -1.209 2.127  0.13
H 2.925 1.975 -3.077  0.10
C 2.659 0.484 -1.574  -0.10
H -1.929 -2.665 -5.579  0.13
C -2.394 3.945 -2.591  -0.33
H -1.667 0.719 1.964  0.11
O -5.880 -2.588 0.687  -0.19
H 1.989 -0.854 2.276  0.09
C 4.683 -3.083 1.615  -0.20
H -3.667 1.895 -4.852  0.09
C 2.743 -0.285 2.824  -0.16
C -5.394 -1.440 1.360  -0.26
H -5.591 1.549 1.698  0.11
C 2.310 -3.599 0.911  -0.04
C 2.139 0.129 4.184  -0.19
H 0.705 1.608 4.979  0.09
N -1.676 -2.460 -3.555  -0.19
H -4.595 -0.432 -0.345  0.09
C 3.474 -3.998 1.519  -0.13
H -1.714 -0.693 -2.432  0.08

Cartesian forces, eV/Å:
C -0.26 -1.19 -1.31
C 0.55 -1.48 1.21
C -0.82 0.73 -0.28
H -0.10 -0.07 -0.01
C -2.20 0.82 0.08
C 0.14 -0.49 -0.87
H -0.02 -0.14 0.00
H 0.19 0.03 -0.11
H 0.19 -0.20 -0.20
C 0.12 0.00 0.21
H 0.10 -0.05 0.10
H 0.02 0.10 -0.10
O -0.02 0.79 -1.04
H 0.02 0.05 -0.02
H -0.03 -0.25 0.02
H 0.01 -0.10 -0.04
H -0.18 0.14 0.07
H 0.42 -0.13 0.19
H 0.10 -0.07 0.05
H 0.02 -0.02 0.05
C 1.09 -0.41 0.47
H -0.01 -0.31 0.14
O 0.06 0.14 -0.24
H -0.10 -0.09 0.01
C 0.14 0.22 0.16
H 0.01 -0.19 0.29
H 0.13 0.23 0.09
H 0.08 -0.49 -0.01
H 0.15 -0.15 -0.14
O 0.31 0.46 -0.28
C -0.26 -0.15 0.03
H -0.20 -0.08 0.09
C 1.24 0.33 0.32
H 0.98 -0.36 -1.45
H -0.26 -0.25 0.03
H -0.05 0.11 -0.07
C 0.51 -0.41 0.72
C -0.23 1.03 -0.17
H 0.12 -0.22 -0.05
H -0.01 -0.05 -0.04
H -0.03 0.13 0.13
H 0.05 -0.10 -0.42
C -0.02 -0.32 0.08
H 0.38 -0.48 -0.23
H 0.94 1.16 -0.99
C 0.04 0.10 -0.23
C -0.28 0.01 0.10
H 0.11 -0.33 0.05
H -0.20 -0.16 0.13
C -0.25 1.34 0.99
C -0.34 -0.88 -0.34
H 0.06 0.26 -0.20
N -0.06 0.20 -0.09
H 0.19 0.01 0.23
H -0.12 -0.10 -0.03
H -0.03 -0.32 -0.13
C -0.45 0.53 0.37
H 0.12 0.04 -0.02
H -0.05 0.15 0.31
H -0.01 0.00 -0.04
C 0.46 0.09 -0.47
H 0.15 0.36 -0.05
O -0.05 0.08 -0.01
H -0.01 -0.02 0.32
C 0.68 -0.72 -0.40
C -0.92 0.52 0.98
N 1.01 -0.38 0.39
C 0.30 0.97 -1.07
H -0.94 -1.24 1.13
C 0.03 -0.01 0.06
H -0.01 0.05 0.10
H -0.23 0.23 0.08
H -0.08 -0.12 -0.06
H 0.12 -0.22 -0.05
H -0.07 -0.15 0.08
C -1.34 -0.34 0.06
H -0.01 -0.04 0.03
C 0.04 -0.04 -0.01
H 0.14 0.27 -0.20
O 0.43 -0.42 0.05
H 0.24 -0.07 0.01
C -0.22 -0.23 1.13
H 0.03 0.09 -0.03
C 0.23 0.36 0.46
C -1.08 0.69 0.20
H 0.35 0.22 0.12
C 0.05 -0.12 0.17
C -0.77 0.60 -0.16
H 0.07 -0.26 -0.10
N -0.11 -0.12 -0.07
H -0.09 0.27 0.02
C -0.47 0.62 -0.34
H 0.06 0.02 0.09



# C44H59AsCl2N5O2P2S6Ti

C44H59AsCl2N5O2P2S6Ti as an isolated structure at a distorted geometry (the ωB97M-V functional and the def2-TZVPD basis, the OMol25 dataset).

Summary:
HOMO-LUMO gap = 6.38 eV
E_HOMO = -0.3751 Eh
energy above the lowest of the compared OMol25 structures with the same formula, charge and spin = 38.95 kcal/mol
net charge = +1
F_max = 1.1 eV Å⁻¹
multiplicity = 1

Last column: Löwdin charge in e.
Atoms and positions in Å:
C -5.026 -0.317 -0.840  -0.14
H -2.738 -0.937 -2.503  0.07
C -3.198 0.482 -4.060  -0.24
H 3.164 -2.770 -3.028  0.09
H -4.168 6.899 -0.141  0.11
H 6.021 -2.582 -1.657  0.11
C 3.630 -0.036 -1.278  -0.82
H -0.478 4.963 -1.102  0.11
N -2.420 0.977 -1.661  -0.42
H 3.648 4.138 -3.086  0.12
C 4.088 3.142 -3.164  -0.20
C 6.352 1.967 -3.516  -0.11
C 5.597 3.277 -3.332  -0.25
Cl 3.384 -4.614 2.689  0.57
H 4.445 -4.453 -2.154  0.02
H -5.663 1.687 3.262  0.11
H -3.342 -0.554 4.838  0.13
H -4.143 2.762 -1.224  0.07
H -2.854 -0.587 7.294  0.11
C -3.879 -2.373 -0.391  -0.13
H -2.989 -2.931 -0.149  -0.01
N 3.723 0.917 -2.199  0.03
C -5.048 -3.073 -0.670  -0.05
C -1.555 4.918 -0.983  -0.10
C -2.393 0.043 -2.844  -0.28
C 3.631 2.355 -1.944  -0.20
H 1.260 -4.119 1.837  -0.08
C -1.256 3.718 -5.537  -0.06
H 5.942 1.386 -4.347  0.07
H -3.123 0.789 8.317  0.12
H -7.507 2.458 -5.531  0.03
C -2.110 1.221 6.612  -0.50
H 6.972 -2.965 -3.068  0.11
C -3.613 3.689 -1.058  -0.10
C -2.246 6.058 -0.602  -0.07
C 0.280 2.052 -3.942  -0.12
C -4.711 1.869 2.781  -0.06
C 5.951 -2.956 -2.683  -0.25
H -1.335 2.493 1.055  0.06
H -1.357 -0.108 -3.159  0.06
H -5.028 0.762 -0.930  0.10
N -2.775 0.401 7.455  0.19
H -7.080 -0.470 -1.398  0.11
H -6.916 2.695 -3.885  0.03
C -6.202 -2.400 -1.023  -0.05
H 0.302 1.617 5.487  0.14
H 0.183 3.315 -7.077  0.11
H 5.226 -4.730 -3.704  0.08
H -7.481 1.091 -4.416  0.03
S -5.305 1.611 -5.323  0.82
H -1.861 4.363 -6.159  0.11
C -0.877 2.629 -3.422  -0.38
C 5.394 -4.374 -2.685  -0.10
C -6.188 -1.011 -1.111  -0.07
C 5.134 -1.975 -3.518  -0.19
H 6.086 -5.065 -2.205  0.08
C -1.589 0.601 5.339  -0.11
S -1.374 -3.628 -2.472  0.09
C -4.301 1.036 1.747  -0.09
C 3.697 -1.818 -3.038  -0.20
C -2.687 3.136 2.568  -0.05
H 5.621 -0.996 -3.515  0.09
H 1.733 1.216 0.631  -0.09
C -0.323 0.964 4.896  0.04
C -3.907 2.919 3.197  -0.06
H -4.647 1.702 -3.033  0.05
Cl 2.144 -2.002 2.352  0.51
C -3.626 6.013 -0.442  -0.08
H 3.477 -1.990 -0.930  0.06
H -2.053 3.956 2.878  0.12
S 1.876 -4.156 -0.807  0.12
C -0.109 3.123 -6.053  -0.06
As 0.108 -3.133 -1.150  -0.29
Ti 0.008 -0.685 0.738  0.21
C -1.638 3.473 -4.229  -0.09
H 5.784 3.920 -4.195  0.11
H 4.247 2.586 -1.072  0.10
C -2.348 -0.240 4.550  0.02
H 5.102 -2.308 -4.559  0.12
H -1.712 6.982 -0.429  0.11
H 5.997 3.809 -2.464  0.11
H -3.198 -0.375 -4.740  0.13
H -5.382 4.786 -0.546  0.11
H -7.110 -2.947 -1.240  0.11
H 1.096 0.750 3.315  0.10
H -2.667 1.278 -4.581  0.07
H -5.037 -4.154 -0.624  0.12
H 7.401 2.152 -3.741  0.08
H 3.125 -1.168 -3.707  0.11
O 0.795 1.339 0.986  -0.25
H 6.317 1.342 -2.622  0.07
H 0.754 2.165 1.478  0.08
O -1.927 2.401 6.813  0.09
P -2.422 0.104 -0.170  0.99
C -3.854 -0.989 -0.462  -0.35
S 3.530 0.321 0.403  0.65
N -0.651 -0.265 2.865  -0.06
H 1.381 -3.846 3.629  0.04
C -2.235 3.724 -1.221  -0.40
H 2.599 2.610 -1.692  0.10
H -4.941 0.210 1.466  0.10
S -0.806 -2.758 0.941  0.25
H 1.553 1.824 -5.655  0.10
H 3.650 2.699 -4.068  0.10
P -1.236 2.272 -1.685  1.04
C -1.850 -0.640 3.323  -0.14
C -3.087 1.250 1.098  -0.35
H 0.879 1.400 -3.314  0.06
N 3.601 -1.312 -1.670  -0.03
C -2.284 2.304 1.538  -0.13
S 0.563 -0.882 -1.404  0.27
H -2.439 -1.277 2.672  0.09
H -4.219 3.560 4.010  0.11
C 0.107 0.500 3.676  -0.12
H -2.538 3.936 -3.840  0.11
C -6.949 1.993 -4.720  -0.42
H 3.746 0.634 -3.166  0.12
C -4.308 4.827 -0.670  -0.07
C 0.661 2.289 -5.257  -0.07
C 1.866 -3.761 2.662  -1.01
C -4.627 0.929 -3.804  -0.52
H -5.249 0.095 -3.471  0.07

Cartesian forces, eV/Å:
C -0.02 0.01 -0.01
H 0.04 0.15 -0.11
C 0.04 0.03 -0.09
H 0.09 -0.02 -0.06
H 0.00 0.02 0.01
H 0.01 -0.02 0.01
C -0.08 -0.38 0.17
H 0.03 -0.02 -0.01
N 0.04 -0.48 -0.14
H 0.02 0.01 -0.03
C -0.10 0.06 -0.02
C 0.01 -0.09 -0.01
C 0.07 0.06 0.05
Cl 0.14 -0.07 0.01
H -0.02 0.05 0.00
H -0.02 -0.01 0.02
H -0.01 0.02 0.02
H -0.01 -0.02 -0.02
H 0.03 0.02 0.04
C 0.11 -0.09 0.09
H -0.06 0.05 0.00
N -0.15 0.12 -0.04
C 0.04 -0.01 0.00
C 0.00 0.01 0.02
C 0.06 -0.05 0.17
C 0.17 -0.11 0.02
H 0.04 -0.02 0.05
C 0.02 -0.01 -0.02
H -0.01 0.01 -0.02
H -0.01 -0.02 0.01
H 0.03 -0.01 -0.02
C 0.04 0.00 -0.03
H 0.00 0.01 -0.01
C -0.07 0.11 0.00
C -0.06 -0.02 0.01
C 0.05 -0.07 -0.15
C 0.08 0.05 -0.01
C 0.04 0.03 0.03
H 0.00 -0.01 -0.04
H -0.04 -0.03 -0.03
H 0.03 -0.03 0.03
N -0.07 -0.06 -0.08
H -0.03 0.01 -0.01
H 0.05 0.00 0.00
C -0.01 0.08 -0.01
H 0.00 0.01 0.03
H 0.00 0.00 -0.03
H 0.02 0.00 -0.02
H 0.03 -0.02 -0.01
S 0.03 0.05 -0.16
H 0.01 0.01 -0.02
C 0.03 -0.08 -0.13
C -0.03 -0.07 0.00
C 0.03 -0.10 0.03
C -0.02 0.02 -0.03
H 0.03 0.00 0.01
C -0.01 0.05 0.10
S -0.07 -0.01 -0.12
C -0.16 -0.10 0.08
C -0.18 0.07 0.17
C -0.04 -0.04 -0.01
H 0.02 0.01 -0.01
H 0.21 0.19 -0.02
C -0.04 -0.01 -0.02
C 0.01 -0.04 -0.04
H -0.01 0.01 0.01
Cl 0.16 0.04 0.00
C 0.03 0.00 0.01
H -0.06 -0.02 -0.02
H 0.01 0.02 0.02
S -0.04 0.03 -0.07
C -0.02 0.01 0.03
As 0.15 -0.16 0.05
Ti -0.83 -0.42 -0.56
C -0.03 0.09 0.03
H 0.00 0.02 0.00
H -0.02 0.00 -0.05
C -0.08 -0.08 -0.08
H 0.01 -0.02 -0.01
H 0.02 0.01 0.01
H 0.02 0.00 -0.01
H -0.02 0.01 -0.01
H -0.03 0.00 0.00
H -0.01 -0.02 0.00
H -0.01 -0.02 0.02
H -0.03 -0.01 -0.01
H 0.00 -0.02 0.01
H 0.02 0.03 0.00
H -0.02 0.03 0.00
O 0.11 -0.65 -0.21
H -0.02 0.02 0.02
H -0.13 -0.07 0.01
O 0.05 0.09 0.04
P 0.05 0.30 0.02
C -0.20 0.13 0.00
S 0.10 0.14 -0.18
N -0.01 0.20 0.34
H -0.01 0.00 -0.06
C -0.17 0.01 -0.17
H -0.08 -0.01 -0.01
H 0.08 0.08 0.05
S 0.06 0.34 0.17
H 0.02 0.00 -0.03
H -0.04 -0.01 0.00
P 0.25 0.24 0.52
C -0.03 -0.10 -0.18
C 0.16 -0.04 0.10
H 0.03 0.02 0.03
N 0.28 0.24 0.09
C 0.03 0.03 0.08
S 0.02 0.17 0.34
H 0.04 0.06 0.04
H -0.01 0.02 0.01
C 0.01 -0.10 -0.14
H 0.03 -0.03 0.01
C -0.25 0.07 0.04
H 0.07 0.00 -0.06
C 0.04 -0.05 -0.02
C -0.09 0.01 0.08
C -0.16 0.23 0.03
C 0.10 -0.11 0.14
H 0.04 0.04 -0.04



no.,E (Ha)
1,-1753.9770
2,-9213.7678